# 1
Entry from the Open Molecules 2025 dataset: a 5-piece molecular cluster, C16H29BCl12N5O3 overall in a non-equilibrium geometry (ωB97M-V/def2-TZVPD).

## Properties
HOMO level	-11.4	eV
total charge	+1
HOMO-LUMO gap	9.25	eV

Each line ends with the Mulliken charge.
Cartesian coordinates (Å):
C (-4.1414, 5.6817, 4.1811)  -1.12
C (-4.4846, 4.8547, 2.9533)  -0.17
O (-3.5163, 3.7849, 2.7452)  -0.40
B (-3.9104, 2.5484, 3.1437)  0.42
O (-4.0702, 2.2136, 4.4628)  -0.53
N (-4.2214, 1.5372, 2.0900)  -0.18
C (-3.6041, 0.4281, 1.6741)  0.52
N (-4.0343, -0.3107, 0.6371)  -0.70
C (-3.1413, -1.2709, 0.5186)  -0.01
N (-2.1767, -1.1924, 1.4229)  0.31
C (-1.0070, -2.0447, 1.6013)  -1.02
C (0.3305, -1.3125, 1.4725)  -0.01
C (1.1585, -1.7756, 0.2763)  -1.09
C (2.4405, -0.9504, 0.1020)  -0.88
N (2.4852, -0.1965, -1.1646)  0.06
C (3.5579, 0.8169, -1.0772)  -0.83
C (1.2509, 0.5009, -1.3919)  0.69
C (0.8785, 0.6742, -2.8360)  -1.37
O (0.5720, 0.9333, -0.4814)  -0.60
N (-2.4780, -0.0946, 2.1941)  0.00
C (-1.6596, 0.3086, 3.3222)  -1.12
H (-3.0595, 5.6555, 4.3143)  0.27
H (-4.4212, 6.7229, 4.0346)  0.37
H (-4.6092, 5.2840, 5.0790)  0.29
H (-5.4756, 4.4079, 3.0684)  0.29
H (-4.4813, 5.4533, 2.0469)  0.37
H (-3.3092, 2.4415, 5.0058)  0.34
H (-5.0543, 1.7122, 1.5416)  0.27
H (-3.1453, -2.0479, -0.2281)  0.48
H (-1.0766, -2.5691, 2.5527)  0.12
H (-1.0675, -2.7798, 0.8001)  0.45
H (0.9110, -1.5230, 2.3741)  0.28
H (0.2287, -0.2296, 1.4265)  0.51
H (0.5599, -1.7844, -0.6376)  0.33
H (1.4502, -2.8124, 0.4629)  0.58
H (2.5947, -0.2934, 0.9690)  0.46
H (3.2929, -1.6291, 0.0789)  0.42
H (3.8202, 1.2158, -2.0545)  0.34
H (3.2222, 1.6537, -0.4494)  0.43
H (4.4170, 0.3828, -0.5745)  0.07
H (1.4005, 1.5614, -3.2086)  0.34
H (-0.1897, 0.8420, -2.9376)  0.38
H (1.2295, -0.1619, -3.4325)  0.32
H (-1.0608, 1.1845, 3.0709)  0.33
H (-2.3107, 0.5504, 4.1570)  0.49
H (-1.0157, -0.5106, 3.6206)  0.43
C (-0.9008, -2.4874, -5.3936)  -0.10
Cl (-0.3492, -2.6502, -3.7167)  -0.09
Cl (-1.9440, -1.0762, -5.5633)  -0.12
Cl (0.4662, -2.3998, -6.4935)  -0.05
H (-1.4812, -3.3673, -5.6365)  0.36
C (7.3712, 1.3994, 0.0762)  0.02
Cl (7.0950, 0.0748, -1.0543)  -0.11
Cl (6.5437, 2.8628, -0.4582)  -0.11
Cl (6.8550, 0.9481, 1.7025)  -0.12
H (8.4330, 1.6039, 0.1040)  0.35
C (0.4310, -5.4096, 4.1568)  0.00
Cl (-1.0624, -5.4901, 3.2130)  -0.12
Cl (1.7006, -6.3507, 3.3968)  -0.10
Cl (0.9394, -3.7246, 4.3674)  -0.10
H (0.2358, -5.8228, 5.1375)  0.35
C (2.5477, -1.0973, -10.1090)  0.07
Cl (2.5655, -2.3630, -8.8742)  -0.13
Cl (3.7153, -1.4454, -11.3775)  -0.11
Cl (0.9270, -0.8975, -10.7704)  -0.12
H (2.8325, -0.1683, -9.6339)  0.28


# 2
Entry from the Open Molecules 2025 dataset: a 2-piece molecular cluster, C16H29BClF6N3O5P2 overall in a non-equilibrium geometry (ωB97M-V/def2-TZVPD).

## Properties
HOMO level	-9.3	eV
total charge	0
HOMO-LUMO gap	8.51	eV

Each line ends with the Mulliken charge.
Cartesian coordinates (Å):
C (-3.1109, 4.6761, 0.3564)  -1.20
C (-1.9486, 3.6827, -0.1049)  -0.14
C (-2.2135, 2.2554, 0.5822)  -0.48
N (-0.9596, 1.7124, 1.0751)  -0.69
N (-0.1221, 1.0164, 0.2176)  0.90
C (1.2936, 1.3815, 0.5888)  -1.08
C (2.3313, 0.9925, -0.5490)  0.41
P (2.5534, 2.5006, -1.6591)  0.74
O (2.9883, 1.9812, -2.9889)  -0.71
O (3.7273, 3.5187, -1.1033)  -0.55
O (1.1143, 3.2749, -1.9063)  -0.46
O (1.7397, -0.0095, -1.3634)  -0.47
C (1.0716, -1.0060, -0.5468)  -0.21
Cl (0.8890, -2.5727, -1.4188)  -0.09
C (-0.3141, -0.4551, 0.0515)  0.95
C (-1.5751, -0.8642, -0.7877)  -1.36
C (-1.7246, -0.2070, -2.1812)  0.62
C (-3.0148, 0.4303, -2.4876)  -0.32
C (-3.2947, 1.0408, -3.7616)  -0.84
C (-2.2951, 1.0864, -4.8284)  -0.46
C (-1.0210, 0.4539, -4.5399)  -0.81
C (-0.7573, -0.1771, -3.2508)  0.14
B (-0.4795, -1.2799, 1.4666)  -0.38
O (-1.3466, -0.8437, 2.5171)  -0.42
N (0.2214, -2.5600, 1.7023)  -0.12
C (0.4529, -2.6771, 3.1831)  -0.89
C (-0.7631, -3.6469, 1.3890)  -1.07
H (-3.4597, 5.3379, -0.4704)  0.34
H (-2.7663, 5.2558, 1.2455)  0.30
H (-4.0136, 4.0954, 0.6968)  0.33
H (-0.9588, 4.1055, 0.1754)  0.22
H (-2.0862, 3.5385, -1.2033)  0.23
H (-2.8323, 1.6171, -0.0886)  -0.10
H (-2.8623, 2.4928, 1.4690)  0.53
H (-0.8111, 1.6205, 2.0683)  0.29
H (-0.2342, 1.4364, -0.7332)  0.39
H (1.3467, 2.4586, 0.8835)  0.46
H (1.6074, 0.8148, 1.5114)  0.42
H (3.3434, 0.7379, -0.1506)  0.46
H (4.5303, 3.3235, -1.6245)  0.37
H (1.1302, 3.7102, -2.7809)  0.33
H (1.8115, -1.2334, 0.2689)  0.70
H (-1.7069, -1.9754, -0.8817)  0.53
H (-2.4707, -0.5401, -0.1813)  0.55
H (-3.8505, 0.4472, -1.7461)  0.34
H (-4.2781, 1.5051, -4.0091)  0.35
H (-2.4956, 1.5577, -5.8146)  0.39
H (-0.2309, 0.4478, -5.3165)  0.40
H (0.2274, -0.6630, -3.1268)  0.17
H (-2.2400, -0.8950, 2.1214)  0.33
H (0.7871, -1.7144, 3.6387)  0.32
H (-0.4873, -3.0816, 3.6443)  0.38
H (1.2731, -3.4303, 3.3762)  0.13
H (-0.4478, -4.5832, 1.9204)  0.37
H (-1.8152, -3.3785, 1.6848)  0.28
H (-0.7859, -3.9040, 0.3014)  0.23
F (5.4639, -3.4986, 2.8302)  -0.34
P (4.4795, -4.6898, 3.3539)  1.03
F (5.8235, -5.4395, 3.8822)  -0.33
F (3.8366, -3.3260, 3.9937)  -0.33
F (3.9917, -5.4414, 4.7126)  -0.34
F (4.7592, -5.4220, 1.9271)  -0.34
F (2.9792, -4.9911, 2.7698)  -0.34


# 3
Entry from the Open Molecules 2025 dataset: a 2-piece molecular cluster, C16H29BFNO10PS overall in a non-equilibrium geometry (ωB97M-V/def2-TZVPD).

## Properties
HOMO level	-4.9	eV
total charge	-1
HOMO-LUMO gap	5.82	eV

Each line ends with the Mulliken charge.
Cartesian coordinates (Å):
C (5.6670, -3.4920, 0.5680)  -0.11
C (5.2199, -3.2134, -0.5383)  -0.45
C (4.8042, -2.6486, -1.9504)  -0.41
C (4.0971, -1.2133, -1.7646)  -0.72
C (2.6744, -1.0892, -2.4774)  -0.74
C (1.4062, -1.1605, -1.5073)  0.70
N (1.5437, -0.7923, -0.0689)  -0.60
C (1.9072, -1.7594, 0.6450)  0.72
O (2.5355, -2.5549, 1.2541)  -0.49
O (0.6137, -0.0560, -1.9954)  -0.93
B (-0.2432, -0.3810, -3.1864)  1.25
O (-0.0984, -1.8756, -3.1870)  -0.81
C (0.4200, -2.3616, -1.9602)  0.44
C (1.1217, -3.7985, -2.1273)  -0.90
O (0.9822, -4.3353, -3.4456)  -0.30
C (1.0563, -5.7847, -3.3361)  -0.68
S (-1.0859, -2.7712, -0.9363)  1.27
O (-1.8363, -3.7840, -1.7109)  -0.69
O (-0.7892, -3.3576, 0.3828)  -0.68
F (-2.1196, -1.5080, -0.7123)  -0.25
H (5.8105, -3.4777, 1.6809)  0.34
H (5.7587, -2.5129, -2.5533)  0.39
H (4.1707, -3.3949, -2.5076)  0.28
H (4.1018, -0.8676, -0.6803)  0.40
H (4.7873, -0.4774, -2.2999)  0.35
H (2.6785, -0.0931, -3.0250)  0.33
H (2.6592, -1.8843, -3.2961)  0.30
H (-1.3326, -0.0397, -2.7954)  -0.33
H (0.2471, 0.2193, -4.0966)  -0.33
H (0.6338, -4.5375, -1.4110)  0.67
H (2.1927, -3.6822, -1.7752)  0.03
H (1.8337, -6.0434, -2.5390)  0.29
H (1.4467, -6.2527, -4.2935)  0.25
H (0.0332, -6.1882, -3.0534)  0.26
O (-2.6315, 3.9628, 0.6473)  -0.75
P (-2.3985, 3.4612, 2.0604)  1.23
O (-2.5572, 1.8505, 1.7627)  -0.44
C (-1.5083, 1.1816, 1.0630)  -0.10
C (-0.2713, 1.0274, 1.9267)  -0.14
O (-3.9227, 3.7557, 2.6378)  -0.35
C (-4.7854, 4.6797, 1.9871)  -0.33
C (-5.6680, 3.9746, 0.9746)  -1.06
O (-2.0080, 3.0697, 3.6777)  -0.26
C (-0.9429, 3.8229, 4.2589)  -0.22
C (-1.2019, 5.3179, 4.2215)  -1.13
H (-1.2723, 1.7115, 0.1364)  0.25
H (-1.8847, 0.1960, 0.7911)  0.13
H (0.2225, 1.9962, 2.0678)  0.11
H (0.4480, 0.3525, 1.4611)  -0.25
H (-0.5289, 0.6436, 2.9175)  0.28
H (-4.2150, 5.4908, 1.5303)  0.32
H (-5.4147, 5.1348, 2.7586)  0.35
H (-5.0901, 3.3506, 0.2922)  0.30
H (-6.2378, 4.6986, 0.3871)  0.35
H (-6.3714, 3.3093, 1.4833)  0.27
H (-0.0073, 3.5854, 3.7436)  0.23
H (-0.8413, 3.4934, 5.2956)  0.36
H (-1.2281, 5.6886, 3.1905)  0.35
H (-0.4147, 5.8582, 4.7518)  0.40
H (-2.1665, 5.5557, 4.6750)  0.26